#P
The following is a quantum chemistry calculation of one molecule with the formula C6H6N2, from the OMol25 dataset.

Summary:
HOMO-LUMO gap, eV: 10.326
SMILES: C1=C[C@H]2C=NN=C2C1

The geometry in XYZ format:
```
14
Properties=species:S:1:pos:R:3:lowdin_charge:R:1
C 1.589 0.087 -0.268 -0.132
C 0.704 1.136 -0.245 -0.004
C -0.567 0.535 0.360 -0.309
C -1.897 0.770 -0.032 -0.153
N -2.521 -0.320 -0.234 0.085
N -1.489 -1.441 -0.237 0.143
C -0.456 -0.862 0.149 -0.330
C 1.065 -1.266 0.047 -0.103
H 2.740 0.040 -0.532 0.140
H 0.969 2.188 -0.525 0.122
H -0.430 1.007 1.314 0.167
H -2.297 1.712 -0.251 0.108
H 1.059 -2.095 -0.653 0.110
H 1.530 -1.490 1.106 0.155
```

=====

#Q
The following is a quantum chemistry calculation of one molecule with the formula C6H6N2, from the OMol25 dataset.

Summary:
HOMO-LUMO gap, eV: 9.006
SMILES: c1cnc2c(c1)CN2

The geometry in XYZ format:
```
14
Properties=species:S:1:pos:R:3:lowdin_charge:R:1
C 1.362 1.300 0.163 -0.109
C 0.253 1.845 -0.560 -0.219
N -0.748 1.242 -1.145 0.126
C -0.702 -0.017 -0.644 -0.307
C 0.184 -0.690 0.320 -0.136
C 1.378 -0.022 0.581 -0.051
C -0.765 -1.865 0.450 -0.016
N -1.576 -1.068 -0.649 0.063
H 2.143 2.222 0.227 0.142
H 0.419 2.916 -0.945 0.118
H 2.103 -0.427 1.252 0.096
H -0.325 -2.796 0.050 0.123
H -1.221 -1.852 1.341 0.068
H -2.505 -0.786 -0.441 0.103
```

=====

Short version: #Q, #P, most stable first.

=====

#P
The following is a quantum chemistry calculation of one molecule with the formula C6H6N2, from the OMol25 dataset.

Summary:
HOMO-LUMO gap, eV: 8.455
SMILES: C1=C[C@@H]2NN=CC2=C1

The geometry in XYZ format:
```
14
Properties=species:S:1:pos:R:3:lowdin_charge:R:1
C -1.119 0.489 1.755 -0.049
C 0.206 0.851 1.544 -0.030
C 0.777 0.085 0.412 -0.247
N 1.056 0.768 -0.951 0.025
N 0.824 -0.246 -1.899 0.023
C -0.121 -0.944 -1.439 -0.164
C -0.397 -0.621 -0.094 -0.278
C -1.471 -0.417 0.704 -0.041
H -1.727 0.799 2.584 0.096
H 0.821 1.555 2.028 0.082
H 1.556 -0.729 0.659 0.195
H 2.009 0.878 -1.114 0.073
H -0.534 -2.003 -1.895 0.168
H -2.534 -0.807 0.398 0.146
```

=====

#Q
The following is a quantum chemistry calculation of one molecule with the formula C6H6N2, from the OMol25 dataset.

Summary:
HOMO-LUMO gap, eV: 9.221
SMILES: C1=Cc2c[nH]nc2C1

The geometry in XYZ format:
```
14
Properties=species:S:1:pos:R:3:lowdin_charge:R:1
C 2.097 0.103 0.105 -0.165
C 1.363 1.265 -0.148 0.043
C -0.028 0.694 0.041 -0.229
C -1.306 1.132 0.127 -0.036
N -2.093 -0.054 -0.043 -0.071
N -1.355 -1.236 -0.022 0.080
C -0.146 -0.717 -0.138 -0.185
C 1.481 -1.115 0.029 -0.137
H 3.227 0.197 0.206 0.129
H 1.683 2.218 -0.396 0.073
H -1.788 2.065 0.316 0.101
H -3.164 0.077 0.056 0.175
H 1.786 -1.907 0.860 0.163
H 1.632 -1.794 -0.688 0.059
```

=====

#R
The following is a quantum chemistry calculation of one molecule with the formula C6H6N2, from the OMol25 dataset.

Summary:
HOMO-LUMO gap, eV: 10.160

The geometry in XYZ format:
```
14
Properties=species:S:1:pos:R:3:lowdin_charge:R:1
C -1.744 -0.505 0.366 -0.175
C -0.520 0.027 0.962 -0.162
C 0.301 1.050 -0.022 -0.311
C 0.732 -0.661 0.516 -0.303
C 0.525 -0.832 -1.099 -0.077
C 0.223 0.352 -1.425 -0.086
H -0.536 0.332 1.871 0.067
H -0.016 2.185 0.123 0.176
H 1.468 1.114 1.575 0.198
H 0.991 -1.815 0.724 0.174
H 0.375 -1.932 -1.487 0.149
H -0.566 0.854 -2.349 0.196
N -2.649 -0.735 -0.336 0.153
N 1.416 0.566 0.581 0.000
```

=====

Short version: #P, #Q, #R, most stable first.

=====

#P
The following is a quantum chemistry calculation of a 2-piece molecular cluster, C6H6N2 overall, from the OMol25 dataset.

Summary:
HOMO-LUMO gap, eV: 7.944

The geometry in XYZ format:
```
14
Properties=species:S:1:pos:R:3:lowdin_charge:R:1
C 3.355 0.059 0.129 0.044
C 2.138 -0.432 -0.168 -0.196
C 1.034 0.449 -0.103 -0.034
C -0.286 0.089 -0.246 -0.349
C -0.950 -1.072 0.023 -0.190
C -1.240 1.111 0.034 -0.150
H 4.293 -0.441 0.187 0.041
H 3.415 1.291 0.478 0.146
H 2.008 -1.471 -0.317 0.098
H 0.873 1.690 0.648 0.246
H -0.388 -2.051 0.171 0.136
H -1.069 2.225 -0.317 0.139
N -2.244 -0.907 0.177 0.028
N -2.534 0.554 -0.017 0.042
```

=====

#Q
The following is a quantum chemistry calculation of C6H6N2 as an isolated structure, from the OMol25 dataset.

Summary:
HOMO-LUMO gap, eV: 7.874

The geometry in XYZ format:
```
14
Properties=species:S:1:pos:R:3:lowdin_charge:R:1
C -2.376 -0.120 -0.429 -0.008
C -1.603 0.856 -0.908 -0.045
C -0.322 -1.598 0.980 -0.158
C -1.170 -0.709 0.413 -0.142
C -0.384 0.301 -0.191 -0.047
C 2.218 0.701 -0.105 -0.037
N 0.920 -1.157 0.942 0.021
N 1.068 -0.047 0.254 -0.138
H -3.451 -0.140 -0.540 0.088
H -1.814 1.582 -1.709 0.099
H -0.567 -2.354 1.733 0.107
H 2.030 1.131 -1.050 0.078
H 2.284 1.408 0.693 0.081
H 3.167 0.146 -0.084 0.099
```

=====

#R
The following is a quantum chemistry calculation of one molecule with the formula C6H6N2, from the OMol25 dataset.

Summary:
HOMO-LUMO gap, eV: 10.731
SMILES: C[C@@H]1CC1(C#N)C#N

The geometry in XYZ format:
```
14
Properties=species:S:1:pos:R:3:lowdin_charge:R:1
C 1.493 0.171 1.010 -0.056
C 0.433 -0.552 0.145 -0.275
C 0.236 -0.352 -1.274 0.016
C -0.976 0.166 -0.214 -0.299
C -1.340 1.547 -0.343 -0.169
N -1.455 2.644 -0.695 0.163
C -1.956 -0.703 0.152 -0.259
N -2.656 -1.506 0.523 0.193
H 1.958 1.128 0.698 0.077
H 2.369 -0.527 1.165 0.087
H 0.906 0.422 2.008 0.122
H 0.217 -1.577 0.476 0.144
H 0.965 0.319 -1.794 0.139
H -0.194 -1.179 -1.857 0.117
```

=====

#S
The following is a quantum chemistry calculation of one molecule with the formula C6H6N2, from the OMol25 dataset.

Summary:
HOMO-LUMO gap, eV: 9.849
SMILES: C#C[C@@H]1[C@@H]2CC=NN12

The geometry in XYZ format:
```
14
Properties=species:S:1:pos:R:3:lowdin_charge:R:1
C 2.500 -0.663 -0.252 0.112
C 1.736 0.288 -0.272 -0.106
C 0.662 1.245 -0.258 -0.230
C -0.617 0.954 0.508 -0.202
C -1.002 -0.508 0.797 -0.109
C -1.099 -1.012 -0.606 -0.140
N -0.873 -0.135 -1.507 0.068
N -0.631 1.089 -0.902 -0.065
H 3.256 -1.503 -0.097 0.066
H 1.056 2.259 -0.228 0.134
H -1.215 1.737 1.034 0.148
H -0.298 -1.102 1.395 0.113
H -1.955 -0.682 1.270 0.103
H -1.519 -1.969 -0.881 0.110
```

=====

Short version: #R, #S, #Q, #P, most stable first.